One molecule with the formula C2H3BrN2O4 in a non-equilibrium geometry. Source: the OMol25 dataset; level of theory: the ωB97M-V functional and the def2-TZVPD basis.

Output
Energy relative to the best compared isomer or geometry (same formula, charge and spin) (eV): 2.5376
HOMO level (spin up / spin down) (eV): -9.73 / -9.74
Structure (SMILES): CO/[N+]([O-])=C(/Br)[N+](=O)[O-]
HOMO-LUMO gap (spin up / spin down) (eV): 8.297 / 8.297
Largest force on an atom (eV/A): 4.8
Electronic energy (hartree): -3062.16764

The geometry in ORCA input format:
```
! wB97M-V def2-TZVPD RIJCOSX def2/J DEFGRID3
* xyz 0 1
C -1.03 1.04 -0.17
C 0.94 0.84 2.18
N 0.44 -0.60 2.61
N 0.23 1.88 1.95
O 1.32 -1.46 2.96
O 0.34 2.98 2.47
O -0.68 -0.66 2.97
O -0.98 1.49 1.17
Br 2.73 1.09 2.44
H -0.14 1.14 -0.74
H -1.12 -0.13 -0.05
H -1.78 1.52 -0.70
*
```